[1]
C9H22Cl2FeO3P2 | ωB97M-V/def2-TZVPD

Summary:
E_LUMO (spin up / spin down)   -3.121 / -6.073 eV
Multiplicity   6
Expectation value of S²   8.80
Net charge   +1
Orbital gap (spin up / spin down)   6.72 / 6.69 eV

The geometry in XYZ format:
```
39
C9H22Cl2FeO3P2 (ωB97M-V/def2-TZVPD)
Fe -0.228 0.073 0.398
H -1.276 0.841 1.635
H -0.482 0.981 1.665
P -2.301 -0.125 -0.484
P 1.661 1.280 0.962
C 2.917 0.151 1.667
H 3.845 0.712 1.829
H 2.530 -0.282 2.600
H 3.068 -0.681 0.958
C 2.433 1.941 -0.544
H 1.857 2.809 -0.890
H 3.454 2.280 -0.308
H 2.435 1.166 -1.325
C 1.399 2.655 2.157
H 0.897 2.243 3.060
H 2.375 3.134 2.365
H 0.682 3.370 1.715
C -2.102 0.046 -2.247
H -2.985 -0.380 -2.740
H -2.043 1.093 -2.544
H -1.185 -0.451 -2.578
C -2.601 -1.870 -0.197
H -2.675 -2.097 0.868
H -3.521 -2.145 -0.707
H -1.765 -2.455 -0.595
C -3.784 0.774 0.053
H -3.668 1.858 -0.093
H -4.646 0.439 -0.529
H -3.920 0.657 1.142
C -0.254 -0.975 1.820
O -0.203 -1.726 2.724
H -1.455 1.247 0.047
Cl 2.850 -3.264 -0.361
C 1.810 -2.964 -1.751
Cl 0.380 -3.919 -1.533
C 1.438 -1.404 -1.859
O 1.826 -0.869 -2.899
O 0.856 -0.905 -0.825
H 2.383 -3.239 -2.660
```


[2]
C9H22CoO10 | ωB97M-V/def2-TZVPD

Summary:
E_LUMO (spin up / spin down)   4.946 / 4.947 eV
Multiplicity   4
Expectation value of S²   3.76
Net charge   -2
Orbital gap (spin up / spin down)   6.53 / 7.08 eV

The geometry in XYZ format:
```
42
C9H22CoO10 (ωB97M-V/def2-TZVPD)
Co -17.659 8.666 -15.678
C -15.373 9.421 -15.917
O -15.972 9.186 -14.756
O -14.260 9.949 -16.013
O -16.101 9.014 -16.942
C -19.387 10.318 -16.285
O -19.282 9.100 -16.828
O -20.205 11.170 -16.720
O -18.596 10.498 -15.284
C -20.924 14.538 -19.134
C -20.981 13.172 -19.812
O -19.985 12.314 -19.320
H -19.999 15.054 -19.403
H -20.899 14.393 -18.052
H -21.777 15.161 -19.415
H -20.830 13.311 -20.891
H -21.984 12.751 -19.672
H -20.385 11.789 -18.604
C -21.668 5.439 -17.397
C -20.291 6.096 -17.272
O -20.118 7.046 -18.289
H -21.850 4.760 -16.556
H -21.764 4.971 -18.374
H -22.436 6.213 -17.303
H -19.521 5.317 -17.350
H -20.218 6.599 -16.301
H -19.815 7.886 -17.871
C -16.539 14.835 -15.678
C -17.657 13.934 -16.133
O -18.274 13.356 -15.009
H -15.667 14.303 -15.287
H -16.857 15.487 -14.852
H -16.174 15.513 -16.458
H -17.295 13.174 -16.834
H -18.394 14.521 -16.713
H -18.643 12.504 -15.298
C -23.490 11.140 -16.046
O -22.526 12.148 -15.842
H -24.380 11.582 -16.514
H -23.099 10.349 -16.687
H -23.816 10.734 -15.079
H -21.670 11.784 -16.167
```


[3]
C9H23BBrN2O2 | ωB97M-V/def2-TZVPD

Summary:
E_LUMO   2.237 eV
Net charge   -1
Orbital gap   6.36 eV

The geometry in XYZ format:
```
38
C9H23BBrN2O2 (ωB97M-V/def2-TZVPD)
B -0.176 0.913 -3.627
C 0.764 0.493 -4.935
C 2.249 0.312 -4.477
C 3.265 1.211 -5.228
Br 2.800 -1.597 -4.482
H -1.342 0.706 -3.918
H -0.002 2.075 -3.321
H 0.086 0.216 -2.684
H 0.395 -0.502 -5.252
H 0.716 1.234 -5.756
H 2.285 0.629 -3.422
H 2.957 2.255 -5.050
H 4.239 1.100 -4.714
H 3.351 0.986 -6.298
C 0.943 1.203 1.650
C 1.242 0.360 0.437
O 1.168 0.787 -0.697
N 1.603 -0.943 0.647
C 1.743 -1.642 1.908
H 0.671 2.205 1.328
H 0.105 0.776 2.209
H 1.825 1.271 2.292
H 1.786 -1.449 -0.206
H 2.768 -2.010 2.001
H 1.061 -2.497 1.921
H 1.519 -0.994 2.751
C -3.313 0.489 4.995
C -2.311 0.094 3.941
O -1.268 0.707 3.773
N -2.601 -0.981 3.162
C -3.774 -1.831 3.202
H -2.940 1.359 5.528
H -4.267 0.746 4.533
H -3.452 -0.324 5.710
H -1.887 -1.184 2.479
H -3.462 -2.859 3.397
H -4.273 -1.793 2.232
H -4.471 -1.517 3.973
```